12
Properties=species:S:1:pos:R:3 method="wB97M-V/def2-TZVPD" homo_lumo_gap_ev=10.316 energy_ev=-9709.34451 max_force_ha_per_bohr=0.0080 relative_energy_ev=1.239
N 1.54 -0.32 1.49
C 0.50 -0.61 0.55
N -0.71 0.22 0.61
C -1.00 0.43 -0.61
O -2.08 1.07 -1.08
C 0.03 -0.12 -1.52
N 0.97 -0.66 -0.84
H 1.10 -0.09 2.38
H 2.09 0.48 1.21
H -2.61 1.34 -0.31
H 0.00 -0.10 -2.61
H 0.16 -1.64 0.72

12
Properties=species:S:1:pos:R:3 method="wB97M-V/def2-TZVPD" homo_lumo_gap_ev=10.765 energy_ev=-9708.59258 max_force_ha_per_bohr=0.0202 relative_energy_ev=1.991
O 0.75 -0.92 1.49
C 1.13 0.44 1.22
C 0.30 0.69 0.01
N 0.71 0.18 -1.14
N -0.43 -0.29 -1.67
C -1.47 -0.05 -0.84
N -1.05 0.61 0.21
H -0.17 -0.99 1.15
H 2.20 0.49 1.01
H 0.90 1.09 2.07
H -0.40 -0.84 -2.51
H -2.47 -0.40 -1.00

12
Properties=species:S:1:pos:R:3 method="wB97M-V/def2-TZVPD" homo_lumo_gap_ev=8.936 energy_ev=-9707.26342 max_force_ha_per_bohr=0.0776 relative_energy_ev=3.320
C 0.19 -0.54 -0.15
C -1.66 0.70 0.05
C -1.98 -0.63 0.08
H 2.91 -0.36 0.86
H 2.93 0.15 -0.78
H 0.40 1.65 0.25
H -2.41 1.53 -0.21
H -2.95 -1.12 0.09
N 2.33 0.13 0.11
N 1.37 -0.95 -0.12
N -0.25 0.82 -0.15
O -0.87 -1.37 -0.03

12
Properties=species:S:1:pos:R:3 method="wB97M-V/def2-TZVPD" homo_lumo_gap_ev=8.995 energy_ev=-9710.04569 max_force_ha_per_bohr=0.0050 relative_energy_ev=0.538
N -2.04 -0.55 0.68
C -0.75 -0.19 0.25
N 0.33 -0.95 0.18
C 1.32 -0.11 -0.27
O 2.58 -0.56 -0.45
C 0.85 1.15 -0.49
N -0.49 1.08 -0.14
H -1.97 -1.17 1.48
H -2.53 -1.07 -0.05
H 2.54 -1.51 -0.26
H 1.32 2.06 -0.84
H -1.16 1.83 -0.10

12
Properties=species:S:1:pos:R:3 method="wB97M-V/def2-TZVPD" homo_lumo_gap_ev=10.178 energy_ev=-9709.35195 max_force_ha_per_bohr=0.0075 relative_energy_ev=1.232
N -1.98 -0.51 0.60
C -0.74 0.24 0.66
N 0.43 -0.63 0.71
C 1.20 -0.16 -0.19
O 2.43 -0.59 -0.50
C 0.58 0.97 -0.92
N -0.59 1.18 -0.46
H -1.78 -1.49 0.49
H -2.54 -0.19 -0.18
H 2.63 -1.33 0.10
H 1.03 1.54 -1.73
H -0.71 0.87 1.56

12
Properties=species:S:1:pos:R:3 method="wB97M-V/def2-TZVPD" homo_lumo_gap_ev=9.927 energy_ev=-9707.67760 max_force_ha_per_bohr=0.1032 relative_energy_ev=2.906
C -0.10 0.82 1.43
C -0.05 0.08 0.21
C -0.80 -0.77 -0.68
H -1.85 0.47 2.04
H 0.55 1.67 1.13
H 0.42 0.20 2.13
H -1.80 -1.27 -0.60
H 2.07 0.50 -0.08
N 0.03 -1.12 -1.74
N 1.22 -0.70 -1.46
N 1.21 0.05 -0.33
O -1.36 1.26 1.79

12
Properties=species:S:1:pos:R:3 method="wB97M-V/def2-TZVPD" homo_lumo_gap_ev="7.819 / 7.820" energy_ev=-9704.78610 max_force_ha_per_bohr=0.0203 relative_energy_ev=5.798
O 2.04 -0.18 -2.16
C 1.35 0.42 -1.11
C 0.35 -0.50 -0.49
N -0.30 -1.47 -0.38
N -2.04 -0.89 1.65
C -1.30 0.14 1.57
N -0.31 0.65 0.93
H 1.40 -0.44 -2.84
H 0.81 1.34 -1.40
H 2.08 0.69 -0.34
H -2.77 -0.84 2.35
H -1.33 1.10 2.19

12
Properties=species:S:1:pos:R:3 method="wB97M-V/def2-TZVPD" homo_lumo_gap_ev="9.213 / 9.211" energy_ev=-9705.97530 max_force_ha_per_bohr=0.0738 relative_energy_ev=4.609
O -2.63 0.86 -0.18
C -1.69 -0.10 0.20
C -0.21 0.20 -0.07
N 0.43 1.14 -0.61
N 2.29 0.58 -0.04
C 1.88 -0.63 0.35
N 0.67 -1.02 0.51
H -2.41 1.17 -1.07
H -1.88 -1.09 -0.25
H -1.77 -0.22 1.28
H 2.96 0.65 -0.81
H 2.37 -1.55 0.69

12
Properties=species:S:1:pos:R:3 method="wB97M-V/def2-TZVPD" homo_lumo_gap_ev=8.888 energy_ev=-9706.70956 max_force_ha_per_bohr=0.0456 relative_energy_ev=3.874
N -1.24 -1.74 -0.74
C -0.72 -0.25 -0.57
C -0.63 1.19 -0.68
N 0.50 1.55 0.13
C 0.94 0.40 0.67
O 2.03 0.20 1.41
N 0.23 -0.60 0.33
H -1.50 -2.57 -1.30
H -1.55 -1.90 0.19
H -1.10 2.08 -1.13
H 1.00 2.42 0.25
H 2.03 -0.78 1.45

12
Properties=species:S:1:pos:R:3 method="wB97M-V/def2-TZVPD" homo_lumo_gap_ev=8.775 energy_ev=-9707.52037 max_force_ha_per_bohr=0.0822 relative_energy_ev=3.063
C -0.24 1.14 -0.06
C 1.42 -0.19 -0.08
C 0.30 -1.02 -0.07
H -2.56 -0.50 -0.79
H -2.36 0.30 0.90
H -0.78 2.04 -0.20
H 3.13 0.42 0.45
H 0.13 -2.09 -0.37
N -2.07 -0.50 0.16
N -0.77 -0.14 0.01
N 1.08 1.06 -0.04
O 2.71 -0.53 0.10